The following is a quantum chemistry calculation of 3 unconnected molecules or ions with the total composition C30H34F17N5O10P2, from the Open Molecules 2025 dataset.

Each line ends with the Mulliken charge.
Geometry (Å):
C -4.02236 -2.42562 -1.64582  -0.9491
C -3.52616 -1.75521 -0.25476  0.2956
O -4.02148 -0.64800 0.03741  -0.4299
N -2.50028 -2.49939 0.49499  0.9369
C -2.41111 -2.15105 1.91724  0.4255
C -1.02149 -2.09347 2.75865  -0.8786
O -3.44656 -1.91862 2.61132  -0.4986
C -1.20512 -2.56792 -0.18928  -0.5806
C -0.42955 -1.31894 -0.67671  1.1319
C -0.94599 0.18126 -0.50406  -1.0640
C -0.76289 0.77737 0.99566  0.1881
O -1.00169 2.22738 0.86416  -0.5511
C 0.92463 -1.55108 -1.38323  -1.0700
C 1.56435 -2.95572 -1.59034  0.3483
C 0.81705 -4.21088 -1.07459  -0.6129
P 1.67108 -5.88550 -1.31209  0.3099
N 1.12848 -6.65537 -2.63503  -0.5911
C -0.59021 -4.01052 -0.38193  0.7469
P -1.44239 -5.59836 0.18819  1.1027
O -1.39992 -6.72198 -0.87776  -0.6695
O -3.08660 -5.38552 0.57430  -0.4577
O -0.70064 -6.13823 1.65237  -0.5832
C 2.97198 -2.75566 -2.31156  -0.1435
O 3.65407 -3.54785 -2.99890  -0.5198
N 3.25544 -1.32704 -1.98456  0.2780
C 4.09690 -1.11164 -0.77346  -0.6305
C 4.72033 0.39289 -0.69291  -0.1856
C 6.25500 0.44535 -1.12101  0.5839
F 7.00359 0.02414 0.04707  -0.3499
F 6.57753 -0.48641 -2.13740  -0.2905
C 6.80134 1.95001 -1.42371  0.5011
F 6.28506 2.75836 -0.37933  -0.2394
F 8.22082 1.86847 -1.19340  -0.3167
C 6.49273 2.46748 -2.90461  0.5873
F 5.20207 2.03459 -3.28134  -0.1925
F 7.39114 1.71996 -3.75179  -0.3126
C 6.83442 3.99910 -3.20677  0.5879
F 8.03727 4.39282 -2.53263  -0.2537
F 7.22377 4.02044 -4.59812  -0.3175
C 5.66301 5.06677 -3.09593  0.5854
F 4.48421 4.73090 -3.84322  -0.2456
F 6.16021 6.23434 -3.78597  -0.3263
C 5.24550 5.58987 -1.64800  0.4801
F 6.26574 5.61783 -0.67621  -0.2453
F 4.87927 6.97649 -1.83195  -0.3184
C 3.95316 4.91063 -0.98474  0.6260
F 3.70172 3.57474 -1.35706  -0.2148
F 4.19485 4.89087 0.43410  -0.3186
C 2.57816 5.72644 -1.17140  0.5787
F 1.53958 4.83435 -0.73955  -0.2434
F 2.26831 6.04536 -2.50760  -0.2069
F 2.46978 6.84621 -0.29194  -0.2299
C 1.97783 -0.56004 -2.04900  -0.3201
O 1.83724 0.61013 -2.49732  -0.5405
H -5.11064 -2.19526 -1.88205  0.3590
H -3.79683 -3.55892 -1.63772  0.2084
H -3.34450 -1.97942 -2.46121  0.2552
H -0.69015 -1.02849 2.98760  0.2850
H -0.20736 -2.76122 2.31871  0.2100
H -1.29503 -2.56397 3.77957  0.3509
H -0.25247 0.83514 -1.16339  0.7955
H -2.00520 0.36800 -0.91354  0.4265
H -1.57408 0.39994 1.70272  -0.0324
H 0.30423 0.66703 1.38125  0.2270
H -1.52897 2.30314 0.03011  0.3084
H 1.45457 -6.75692 -0.19813  0.0777
H 3.08456 -5.65588 -1.48432  0.0961
H 1.93395 -6.77291 -3.28340  0.2226
H -3.57251 -6.18087 0.25689  0.3430
H 0.19509 -5.74171 1.73442  0.3754
H 4.94152 -1.89601 -0.75887  0.4366
H 3.42461 -1.26751 0.15465  0.3403
H 4.02420 1.06784 -1.29047  -0.1399
H 4.67557 0.66388 0.42958  0.4058
C -4.90150 6.06388 1.33659  -0.9235
N -4.24679 4.90341 0.76836  0.1711
C -3.01767 5.08632 0.02152  -0.8023
C -4.74955 3.64296 0.91335  0.0861
O -4.24927 2.63048 0.46192  -0.5475
H -5.16002 6.75723 0.53195  0.3289
H -4.21696 6.55374 2.03399  0.3297
H -5.81054 5.77905 1.86867  0.2951
H -3.15810 4.71349 -0.99642  0.3027
H -2.21983 4.51111 0.49845  0.1422
H -2.74161 6.14115 -0.00905  0.3730
H -5.68402 3.61472 1.49661  0.2907
C -7.60837 -2.56688 5.01334  -0.9202
N -6.92641 -3.71269 4.44861  0.1751
C -5.69523 -3.50327 3.70996  -1.0306
C -7.40435 -4.98236 4.58877  0.0934
O -6.88021 -5.98464 4.13960  -0.5777
H -7.87524 -1.87801 4.20762  0.3135
H -6.93873 -2.06398 5.71596  0.3076
H -8.51528 -2.87081 5.53888  0.3276
H -5.82143 -3.87780 2.69128  0.2918
H -4.88983 -4.06299 4.19175  0.2762
H -5.44021 -2.44446 3.68204  0.4808
H -8.34259 -5.03003 5.16543  0.2692

The HOMO-LUMO gap is 6.40 eV. Its structure (SMILES) is CC(=O)N(C(C)=O)c1c(CCO)c2c(c([PH2]=N)c1P(=O)(O)O)C(=O)N(CCC(F)(F)C(F)(F)C(F)(F)C(F)(F)C(F)(F)C(F)(F)C(F)(F)C(F)(F)F)C2=O.CN(C)C=O.CN(C)C=O. The LUMO energy is -2.264 eV. As for the charge: 0. Its multiplicity is 1.

---

The following is a quantum chemistry calculation of a molecular structure, C30H34F9N5OScSeSi4Te, from the Open Molecules 2025 dataset.

Each line ends with the Mulliken charge.
Geometry (Å):
Sc 0.29366 0.90521 -1.82748  0.7121
C -1.52105 2.26176 5.01579  -1.0491
Si -1.48151 2.24875 3.14896  0.1692
C -0.15766 3.40409 2.52072  -0.7638
C -3.13590 2.66991 2.40664  -0.7862
Si -0.82630 0.00419 2.68285  -0.0735
Te -1.33236 -0.22766 0.25695  -0.1722
Si 1.50377 -0.24550 2.88116  0.2969
C 2.01217 0.09285 4.64000  -1.0754
C 1.93092 -1.98784 2.35300  -0.5017
C 2.35570 0.93142 1.69803  -0.5062
Si -2.40220 -1.48892 3.61590  0.5143
C -2.01173 -1.61343 5.43564  -1.0544
C -2.23093 -3.13824 2.77039  -0.7618
C -4.10974 -0.79782 3.31580  -1.0828
H -1.68476 3.27932 5.38110  0.4117
H -0.57629 1.90827 5.43250  0.2812
H -2.32568 1.64036 5.40943  0.2476
H -0.52902 4.43246 2.52158  0.4221
H 0.13820 3.16843 1.49791  0.0788
H 0.72148 3.36875 3.16659  0.3030
H -3.33150 3.73412 2.56505  0.3789
H -3.95299 2.10702 2.85608  0.3099
H -3.14319 2.49604 1.32905  0.1333
H 1.55478 -0.60949 5.33890  0.3207
H 1.73763 1.10376 4.94619  0.2855
H 3.09687 0.00017 4.73424  0.4041
H 1.38454 -2.75060 2.91130  0.3222
H 3.00111 -2.16992 2.48070  0.5372
H 1.68742 -2.10479 1.29364  -0.4559
H 2.42357 1.94899 2.07966  0.3887
H 1.83593 0.97788 0.73542  -0.2793
H 3.37051 0.57353 1.50585  0.4413
H -1.01538 -2.02899 5.59992  0.3106
H -2.72743 -2.27709 5.92730  0.4003
H -2.06053 -0.64491 5.93293  0.3050
H -1.21880 -3.53643 2.84149  0.0609
H -2.48931 -3.05868 1.71144  0.2891
H -2.90584 -3.86979 3.22087  0.4392
H -4.37377 -0.03968 4.05547  0.2981
H -4.83727 -1.60949 3.39444  0.4124
H -4.21661 -0.35796 2.32241  0.3209
F 5.36670 -3.18355 -2.50134  -0.3154
C 4.15756 -3.24971 -1.96321  0.3225
C 3.86307 -4.31840 -1.14396  0.0250
F 4.80862 -5.21856 -0.94991  -0.3058
C 2.62915 -4.43699 -0.47124  0.5647
C 1.68976 -3.42120 -0.74635  -0.2606
C 1.99802 -2.37913 -1.57379  0.8331
F 0.99542 -1.48937 -1.87855  0.0146
C 3.24154 -2.22031 -2.19405  0.6993
C 3.57357 -1.04861 -2.98884  -0.3211
C 2.95031 0.10402 -2.62537  0.5830
N 2.34368 1.00893 -2.17853  -0.5287
C 4.45787 -1.06510 -4.10101  -0.1667
N 5.15069 -1.06159 -5.01918  -0.4905
F 0.46318 -3.49129 -0.23793  -0.3872
C 2.36645 -5.49793 0.44832  0.6638
C 1.25902 -5.48466 1.33416  -0.0451
N 0.36938 -5.46226 2.06589  -0.4812
C 3.20954 -6.62565 0.59931  -0.1370
N 3.84382 -7.57185 0.77371  -0.4628
C -0.36540 0.09516 -6.17118  -0.8570
N -1.56467 -0.30652 -5.43846  0.1964
C -2.69126 -0.79990 -6.22860  -0.8306
C -1.63580 -0.25361 -4.13705  0.2071
O -0.69163 0.14717 -3.40735  -0.3936
H -0.59833 0.96162 -6.78889  0.3378
H -0.05013 -0.72834 -6.80986  0.3407
H 0.42642 0.34439 -5.47417  0.1636
H -2.40438 -1.71618 -6.74200  0.3333
H -2.97089 -0.04606 -6.96241  0.3297
H -3.53751 -0.99662 -5.57564  0.2725
H -2.57337 -0.57090 -3.67950  0.3670
F -0.02401 7.12262 -5.04227  -0.2807
C -0.35283 6.15731 -4.19894  0.6907
C -1.32727 6.37200 -3.23507  0.0900
F -1.92724 7.55085 -3.16603  -0.2693
C -1.66865 5.35928 -2.35069  0.4555
F -2.61133 5.62035 -1.44775  -0.2977
C -1.05530 4.11977 -2.39946  -0.0547
Se -1.51185 2.66552 -1.22184  -0.3716
C -0.09305 3.95212 -3.36967  0.1791
F 0.54773 2.74481 -3.44768  0.0880
C 0.27908 4.92490 -4.27249  -0.4592
F 1.21380 4.69340 -5.18691  -0.2736

The HOMO-LUMO gap (alpha / beta) is 4.99 / 6.06 eV. The LUMO energy (alpha / beta) is -5.588 / -5.017 eV. As for the charge: +1. Its multiplicity is 1.

---

The following is a quantum chemistry calculation of C30H35F3N2O6 in the gas phase, from the Open Molecules 2025 dataset.

Each line ends with the Mulliken charge.
Geometry (Å):
C -1.60491 -1.14286 4.04175  -1.4616
C -1.03148 -0.22032 2.97038  0.0017
O -1.36202 -0.64539 1.65693  0.0226
C -0.53518 -1.63133 1.11517  -1.1459
O 0.64206 -1.06087 0.57486  -0.1313
C 0.54157 -0.53643 -0.68957  1.4838
C 1.66455 0.29902 -1.22452  -0.0160
O 1.41419 1.08021 -2.13493  -0.7327
N 2.92482 0.15063 -0.77217  0.2647
C 3.43108 -0.73382 0.24395  0.0374
C 3.91676 0.08729 1.45599  -1.1596
N 4.50357 1.36172 1.07872  0.2461
C 3.79776 2.56207 1.49967  -2.1127
C 2.47058 2.83906 0.82941  0.8189
C 1.30339 2.27130 1.31494  -0.5582
C 0.07255 2.44459 0.68594  -0.7780
C 0.06039 3.21070 -0.45106  1.2756
C 1.22124 3.81813 -0.93228  0.8459
C 2.43051 3.65450 -0.30734  -1.0153
O 0.92182 4.54940 -2.04705  -0.5331
C -0.43463 4.28244 -2.32529  -0.3806
O -0.99163 3.53622 -1.26479  -0.5135
C 5.01137 1.34569 -0.27081  -0.8813
C 3.95936 0.99485 -1.34518  -0.8687
C -0.50337 -0.74610 -1.49215  -1.4114
C -1.69267 -1.56765 -1.11390  0.8448
C -2.91295 -0.70660 -0.85515  -0.9594
C -4.15060 -1.31756 -0.67554  -0.5227
C -5.27855 -0.56616 -0.41525  -1.3375
C -5.17662 0.81809 -0.33535  0.4837
C -6.41838 1.61270 -0.06195  0.8383
F -6.18210 2.90348 0.20909  -0.2847
F -7.27338 1.59931 -1.10653  -0.2676
F -7.11775 1.12954 0.98376  -0.2741
C -3.95416 1.44153 -0.53255  -1.2097
C -2.83144 0.67692 -0.79322  0.3095
C -1.36956 -2.44134 0.11469  0.2114
C -0.73821 -3.79252 -0.24322  -1.5193
C 0.60675 -3.74488 -0.96596  0.5263
C 1.01219 -5.14457 -1.43719  -0.9187
O 0.11183 -5.68540 -2.37273  -0.5179
H -1.17588 -2.14015 3.97295  0.3059
H -2.68215 -1.21998 3.92078  0.3264
H -1.38639 -0.73819 5.02592  0.4499
H -1.47110 0.77500 3.06835  0.3924
H 0.05718 -0.14044 3.07449  0.0958
H -0.15604 -2.29917 1.90608  0.4128
H 4.27054 -1.29302 -0.18789  0.3154
H 2.66779 -1.43909 0.55692  -0.1713
H 3.08055 0.26059 2.13206  0.4284
H 4.67410 -0.50015 1.99443  0.3218
H 3.65348 2.47734 2.58077  0.4401
H 4.47714 3.39955 1.31728  0.4810
H 1.33713 1.67747 2.21575  0.5210
H -0.82452 1.98481 1.06412  0.3682
H 3.31803 4.13634 -0.68536  0.4421
H -0.50989 3.70161 -3.26030  0.3151
H -0.98128 5.23047 -2.43459  0.2594
H 5.44866 2.31973 -0.49409  0.4373
H 5.81926 0.60544 -0.29479  0.3053
H 4.44052 0.46922 -2.18016  0.4939
H 3.46933 1.88460 -1.74133  0.4885
H -0.49379 -0.28470 -2.46635  0.3261
H -1.94146 -2.23569 -1.94884  0.8510
H -4.23627 -2.39245 -0.74422  0.5732
H -6.23668 -1.04306 -0.27294  0.4126
H -3.87253 2.51629 -0.48309  0.6135
H -1.88753 1.17051 -0.95285  0.3506
H -2.30484 -2.65657 0.64149  0.6298
H -0.61700 -4.37060 0.67690  0.5232
H -1.44223 -4.33835 -0.87637  0.5083
H 1.38429 -3.36088 -0.30526  -0.1940
H 0.54519 -3.08399 -1.83393  0.2029
H 1.00936 -5.84273 -0.59683  0.3673
H 2.02811 -5.11045 -1.85685  0.3820
H 0.08018 -5.10488 -3.14177  0.3248

The HOMO-LUMO gap is 8.28 eV. Its structure (SMILES) is CCO[C@@H]1OC(C(=O)N2CCN(Cc3ccc4c(c3)OCO4)CC2)=C[C@H](c2ccc(C(F)(F)F)cc2)[C@H]1CCCO. The LUMO energy is 0.491 eV. As for the charge: 0. Its multiplicity is 1.

---

What calculated total energy values result from the calculations? In sequence: -4569.85051 -6999.39123 -2024.71860 Ha.
What strongest force on any atom values result from the calculations? In sequence: 5.43 0.99 1.34 eV Å⁻¹.